[1]
# C8H24Cl4N2O

A 6-piece molecular cluster, C8H24Cl4N2O overall at a distorted geometry (ωB97M-V with the def2-TZVPD basis set, OMol25).

The relative energy (zero: lowest compared OMol25 entry of this formula, charge and spin) is 130.5 kJ/mol. The frontier orbital gap is 5.01 eV. The net charge is -2. The total energy comes out at -2344.7669 Eh.

CARTESIAN COORDINATES (ANGSTROEM)
Cl: -1.627 0.311 4.848
H: 2.043 1.157 -1.378
H: -0.301 -2.273 -0.309
H: 0.241 1.043 2.244
H: 2.221 2.319 2.316
H: -3.288 1.283 1.329
H: 2.425 2.167 0.493
H: 3.994 0.059 -2.359
Cl: -2.761 2.999 -0.026
H: -0.851 0.062 0.269
C: -0.033 -0.282 -2.241
H: 2.732 -0.182 -0.360
C: 0.710 0.238 1.679
H: 0.377 -0.729 2.055
H: -4.436 0.610 2.231
H: -3.375 -0.350 1.589
C: 2.161 0.081 -1.251
H: -2.840 0.661 2.817
H: 2.600 -0.479 -3.279
H: 3.683 1.819 1.725
H: -0.243 0.767 -2.453
C: -1.443 -0.960 -2.232
H: 0.180 1.346 -0.147
N: 0.801 -0.564 -0.903
H: 3.499 -1.555 -2.114
H: 1.333 -2.136 0.431
N: -3.450 0.561 2.018
H: -2.089 -0.858 -1.360
C: 3.099 -0.561 -2.314
O: 2.110 0.400 1.659
H: 0.489 -0.713 -3.096
H: -2.074 -0.569 -3.030
C: 0.745 -2.017 -0.479
H: 1.126 -2.529 -1.363
C: 2.623 1.747 1.479
H: -1.393 -2.015 -2.503
C: 0.206 0.323 0.228
Cl: -2.838 -2.420 0.964
Cl: -6.356 1.241 2.821

***

[2]
# C11H44ClN22O11

A 12-piece molecular cluster, C11H44ClN22O11 overall at a distorted geometry (ωB97M-V with the def2-TZVPD basis set, OMol25).

The frontier orbital gap is 8.63 eV. The net charge is -1. The total energy comes out at -2938.4112 Eh.

CARTESIAN COORDINATES (ANGSTROEM)
O: 34.731 -6.802 -24.555
C: 33.593 -7.193 -24.242
N: 31.136 -8.027 -20.413
C: 27.364 -11.017 -18.532
H: 26.238 -10.434 -20.102
N: 29.651 -13.651 -22.388
H: 32.882 -7.518 -26.044
H: 29.843 -14.515 -16.888
H: 31.762 -16.867 -22.093
N: 26.280 -11.282 -17.856
H: 29.726 -8.234 -23.226
H: 30.372 -4.808 -24.850
H: 30.396 -7.426 -20.747
H: 31.844 -15.651 -20.807
H: 30.729 -11.134 -24.065
O: 32.193 -13.688 -16.912
H: 27.633 -10.558 -22.977
N: 33.666 -14.407 -21.874
H: 25.387 -10.905 -18.140
O: 29.493 -7.067 -25.372
N: 32.673 -7.536 -25.056
H: 31.720 -7.556 -24.721
N: 27.149 -10.373 -19.670
N: 28.598 -10.629 -23.266
H: 35.474 -14.968 -18.759
C: 35.461 -13.187 -18.200
N: 30.076 -10.741 -24.728
H: 31.987 -11.478 -17.392
C: 28.802 -13.656 -21.446
H: 30.294 -5.199 -23.055
O: 28.090 -10.144 -25.458
H: 33.162 -13.016 -24.070
H: 29.250 -12.895 -17.214
C: 33.167 -15.565 -22.286
O: 27.760 -14.208 -21.547
H: 36.282 -10.502 -20.274
H: 31.202 -8.973 -20.762
C: 33.134 -11.454 -25.365
O: 36.718 -8.105 -20.040
N: 34.724 -12.267 -17.661
C: 29.754 -6.588 -24.242
H: 30.104 -12.300 -20.659
H: 33.811 -12.569 -17.352
N: 29.997 -7.263 -23.157
Cl: 31.966 -11.072 -21.354
H: 34.559 -10.277 -20.125
H: 33.430 -11.143 -23.495
H: 29.460 -14.084 -23.280
H: 28.017 -10.126 -20.124
N: 34.441 -8.023 -20.270
N: 30.116 -5.350 -24.038
N: 34.833 -14.309 -18.339
O: 33.625 -16.135 -23.288
C: 35.605 -8.636 -20.101
H: 34.177 -7.253 -22.501
H: 29.911 -6.845 -22.241
N: 29.187 -12.716 -20.586
H: 33.674 -8.642 -20.049
O: 28.476 -11.283 -18.178
H: 26.402 -11.780 -16.986
N: 31.829 -9.107 -18.741
H: 34.602 -14.432 -22.252
H: 34.930 -11.285 -17.771
N: 33.797 -10.875 -24.397
H: 28.719 -12.496 -19.718
H: 32.407 -13.231 -25.680
H: 30.550 -10.474 -25.579
N: 29.970 -13.513 -16.866
N: 31.069 -11.895 -17.331
H: 34.343 -7.018 -20.293
C: 28.848 -10.433 -24.508
N: 32.222 -16.094 -21.632
O: 32.877 -11.011 -26.531
C: 31.252 -7.980 -19.094
H: 33.528 -14.103 -20.921
H: 30.489 -13.110 -22.228
O: 36.537 -13.008 -18.655
H: 34.137 -9.924 -24.403
N: 32.877 -12.678 -24.978
H: 32.128 -9.782 -19.430
H: 32.746 -8.287 -22.856
N: 33.327 -7.474 -23.001
N: 35.496 -9.908 -20.051
H: 29.244 -11.218 -22.760
H: 30.249 -11.351 -17.560
H: 32.036 -9.324 -17.776
H: 34.129 -14.431 -17.625
O: 30.941 -7.081 -18.305
C: 31.136 -13.084 -16.979

***

[3]
# C4H16NO2

A 3-piece molecular cluster, C4H16NO2 overall at a distorted geometry (ωB97M-V with the def2-TZVPD basis set, OMol25).

The relative energy (zero: lowest compared OMol25 entry of this formula, charge and spin) is 211.7 kJ/mol. The frontier orbital gap is 11.96 eV. The net charge is +1. The total energy comes out at -366.9489 Eh.

CARTESIAN COORDINATES (ANGSTROEM)
N: -1.012 0.249 0.517
H: 0.068 1.727 1.719
H: -1.508 -0.103 -2.693
C: 1.347 1.218 -0.181
H: -2.053 -0.001 0.857
H: -0.595 2.289 0.218
H: -4.364 -0.524 0.411
H: -1.073 -0.229 -0.383
C: 2.412 -1.198 -0.305
H: 1.197 0.883 -1.166
H: 1.171 -0.415 1.275
O: -3.720 -0.437 1.118
O: -0.998 -0.762 -2.262
H: -0.405 -0.461 0.971
H: 1.516 -1.643 -0.883
H: 2.653 0.269 1.220
C: -0.089 1.426 0.675
H: 3.251 -0.772 -0.997
H: -4.264 -0.441 1.936
H: 2.987 -1.887 0.269
H: -0.376 -1.208 -2.954
C: 1.936 -0.036 0.552
H: 1.919 2.056 0.085

***

[4]
# C3H10N2O2

A 2-piece molecular cluster, C3H10N2O2 overall at a distorted geometry (ωB97M-V with the def2-TZVPD basis set, OMol25).

The relative energy (zero: lowest compared OMol25 entry of this formula, charge and spin) is 161.0 kJ/mol. The frontier orbital gap is 9.79 eV. The net charge is 0. The total energy comes out at -380.2753 Eh.

CARTESIAN COORDINATES (ANGSTROEM)
H: -0.560 -0.735 1.473
H: -0.026 -2.401 -0.051
H: 1.089 0.728 2.043
O: -0.104 1.435 -0.604
N: -0.877 -0.194 0.655
C: -1.598 -1.069 -0.280
O: 2.295 -0.314 -1.191
H: 1.803 0.597 -1.346
H: 3.153 -0.280 -1.688
N: -0.605 -2.043 -0.748
C: -0.248 0.975 0.529
H: 0.737 2.529 1.790
C: 0.433 1.527 1.835
H: -0.015 -1.605 -1.424
H: -0.367 1.363 2.535
H: -2.327 -1.490 0.289
H: -2.167 -0.608 -1.118

***

[5]
# C2H6S

C2H6S as an isolated structure at a distorted geometry (ωB97M-V with the def2-TZVPD basis set, OMol25).

The relative energy (zero: lowest compared OMol25 entry of this formula, charge and spin) is 130.2 kJ/mol. The frontier orbital gap is 9.80 eV. The net charge is 0. The total energy comes out at -477.9266 Eh.

CARTESIAN COORDINATES (ANGSTROEM)
H: 1.999 -0.032 -0.152
C: -0.387 -0.590 0.169
H: -0.266 -1.032 1.145
H: 0.920 1.284 -0.764
H: -2.488 -0.447 -0.837
C: 1.164 0.620 0.051
H: -0.253 -1.277 -0.651
S: -1.891 0.362 0.029
H: 1.201 1.111 1.010

***

[6]
# C5H8ClN

A 2-piece molecular cluster, C5H8ClN overall at a distorted geometry (ωB97M-V with the def2-TZVPD basis set, OMol25).

The relative energy (zero: lowest compared OMol25 entry of this formula, charge and spin) is 296.7 kJ/mol. The frontier orbital gap is 9.36 eV. The net charge is 0. The total energy comes out at -710.1393 Eh.

CARTESIAN COORDINATES (ANGSTROEM)
H: -2.023 -0.837 0.025
H: -3.386 -1.925 -0.830
C: 1.491 0.751 1.920
H: -1.707 -2.647 -2.390
H: 0.960 0.965 3.822
C: 1.265 0.623 0.650
H: 0.073 2.180 0.001
C: -1.374 -1.862 -1.758
N: 1.747 0.994 3.105
H: 1.826 2.627 -0.264
C: -2.354 -1.508 -0.841
H: -0.434 -1.389 -1.761
C: 1.114 1.695 -0.304
Cl: 1.670 -0.978 -0.025
H: 1.131 1.312 -1.348

***

[7]
# C12H10As3Cl3CuF34O5

C12H10As3Cl3CuF34O5 as an isolated structure at a distorted geometry (ωB97M-V with the def2-TZVPD basis set, OMol25).

The frontier orbital gap is 2.41 eV. The net charge is -3. The total energy comes out at -13963.5911 Eh.

CARTESIAN COORDINATES (ANGSTROEM)
F: -7.963 4.362 -2.483
F: -1.462 10.255 6.796
As: -6.691 3.336 -1.604
F: 6.031 -5.079 -4.217
F: -1.502 11.382 5.003
Cl: -2.697 -7.662 5.453
H: -0.959 5.623 5.643
Cu: -1.417 -1.195 -0.127
F: 9.147 -4.012 -2.721
F: -6.011 2.930 -3.221
C: 7.375 -2.699 -1.158
C: 6.463 -4.331 0.524
O: 0.820 -7.960 0.110
F: -4.514 -4.055 -6.141
H: -2.902 6.779 3.751
H: 5.942 -4.932 -0.220
F: -5.460 2.312 -0.827
C: -1.711 4.958 5.217
C: 7.892 -4.496 -2.768
F: 7.626 -4.782 0.866
F: -7.447 3.744 -0.054
Cl: -1.440 -5.698 7.413
C: -3.160 6.909 4.802
F: 5.735 -4.546 1.611
H: -0.409 9.830 5.258
O: 0.540 -6.164 -1.238
F: -6.070 -5.489 -4.657
F: -5.427 -3.215 -3.924
H: 8.398 -2.776 -0.788
F: -4.092 4.753 5.143
H: 0.830 -8.873 -0.185
C: 6.432 -2.918 0.074
H: 7.626 -4.363 -4.930
F: 7.866 -5.504 -1.885
C: -3.097 5.560 5.468
As: -6.126 -3.914 -5.418
F: -2.137 9.131 3.480
F: 2.950 2.047 -4.842
C: -2.399 9.239 4.806
F: 6.889 -2.135 1.010
F: 0.727 1.303 -4.178
F: 2.075 2.140 -7.359
C: 0.717 -7.372 -1.098
F: -3.224 5.723 6.753
F: -5.614 4.751 -1.452
O: -2.279 7.927 5.352
C: -1.648 -6.199 5.673
H: 7.222 -1.645 -1.390
As: 1.414 1.737 -5.717
F: -1.473 3.722 5.761
F: -6.233 -2.311 -6.206
F: -3.696 9.692 4.889
H: -4.184 7.281 4.777
F: 5.215 -2.528 -0.250
O: 7.040 -3.456 -2.304
F: 1.956 0.030 -5.966
C: -1.417 10.170 5.495
F: -0.179 1.486 -6.499
F: -1.490 4.763 3.909
F: -6.887 -4.648 -6.832
F: -7.848 1.899 -1.784
H: -0.665 -6.524 5.331
Cl: -2.258 -4.823 4.770
C: 7.367 -4.987 -4.075
F: -7.759 -3.661 -4.711
F: 7.924 -6.151 -4.406
O: 0.788 -8.135 -2.060
F: 0.938 3.465 -5.443

***

[8]
# C3H4N2O2

One molecule with the formula C3H4N2O2 at a distorted geometry (ωB97M-V with the def2-TZVPD basis set, OMol25).

The relative energy (zero: lowest compared OMol25 entry of this formula, charge and spin) is 390.8 kJ/mol. The frontier orbital gap is 10.26 eV. The net charge is 0. The total energy comes out at -376.6150 Eh.

CARTESIAN COORDINATES (ANGSTROEM)
H: -0.039 -0.788 -2.054
C: -0.593 1.444 -0.058
N: 0.559 0.428 1.639
H: 1.241 -1.403 1.683
O: 0.949 -0.874 -0.307
N: 0.236 1.542 0.893
H: -0.998 2.362 -0.480
O: -1.038 0.400 -0.704
C: 0.900 -0.628 1.015
H: -0.896 -1.669 -0.631
C: -0.322 -0.814 -0.996